Below is 9 unconnected molecules or ions with the total composition C25H68O9, with properties calculated with ωB97M-V/def2-TZVPD.

**HOMO**: -9.60 eV
**E_LUMO**: 0.512 eV
**ΔE to the lowest compared entry with this formula, charge and spin**: 52.7 kcal/mol
**Energy**: -45452.8883 eV
**Kohn-Sham gap**: 10.1 eV

Atoms and positions in Å:
C (3.07, -2.13, 2.24)
C (3.81, -0.77, 2.10)
C (4.74, -0.70, 0.87)
O (2.85, 0.26, 2.04)
H (2.39, -2.16, 3.09)
H (3.72, -2.99, 2.42)
H (2.42, -2.31, 1.38)
H (4.32, -0.65, 3.05)
H (5.20, 0.29, 0.74)
H (4.22, -0.97, -0.04)
H (5.51, -1.47, 0.97)
H (2.48, 0.32, 1.16)
C (1.08, 2.47, -3.75)
C (-0.37, 2.96, -3.95)
C (-0.89, 4.09, -3.07)
O (-0.46, 3.38, -5.30)
H (1.42, 1.71, -4.45)
H (1.29, 2.02, -2.78)
H (1.75, 3.34, -3.79)
H (-1.01, 2.08, -3.90)
H (-0.73, 3.88, -2.02)
H (-1.97, 4.18, -3.21)
H (-0.46, 5.07, -3.31)
H (-1.36, 3.68, -5.46)
C (3.94, 4.24, 1.08)
C (3.82, 4.10, -0.46)
C (3.03, 5.20, -1.10)
O (5.12, 4.08, -1.02)
H (4.51, 3.37, 1.44)
H (2.99, 4.16, 1.60)
H (4.45, 5.13, 1.44)
H (3.35, 3.15, -0.71)
H (2.62, 4.87, -2.05)
H (3.66, 6.08, -1.26)
H (2.13, 5.43, -0.53)
H (5.48, 4.95, -0.79)
C (-0.49, -0.35, 0.66)
C (0.43, 0.66, -0.14)
C (0.75, 1.92, 0.66)
O (1.64, -0.08, -0.34)
H (-0.88, -1.16, 0.05)
H (-1.32, 0.07, 1.22)
H (0.14, -0.87, 1.38)
H (0.01, 0.92, -1.11)
H (1.68, 2.40, 0.36)
H (0.82, 1.65, 1.71)
H (-0.07, 2.63, 0.72)
H (1.45, -0.82, -0.93)
C (-1.18, -4.77, 2.16)
C (-0.81, -4.46, 3.58)
C (-1.12, -3.01, 4.05)
O (-1.53, -5.30, 4.41)
H (-2.17, -4.35, 1.93)
H (-1.10, -5.82, 1.92)
H (-0.43, -4.28, 1.55)
H (0.25, -4.65, 3.77)
H (-0.60, -2.23, 3.50)
H (-0.83, -2.89, 5.09)
H (-2.17, -2.71, 4.07)
H (-1.23, -6.20, 4.24)
C (-4.24, -0.37, 0.67)
C (-3.88, 1.11, 0.55)
C (-3.31, 1.47, -0.83)
O (-5.07, 1.79, 0.68)
H (-3.64, -1.06, 0.07)
H (-5.27, -0.67, 0.48)
H (-4.16, -0.71, 1.70)
H (-3.13, 1.41, 1.29)
H (-2.31, 1.13, -1.07)
H (-3.28, 2.55, -0.99)
H (-4.01, 1.20, -1.62)
H (-5.24, 1.73, 1.62)
C (-2.70, -4.35, -1.26)
C (-3.62, -3.52, -2.24)
C (-2.88, -2.23, -2.70)
O (-3.68, -4.30, -3.50)
H (-1.69, -4.65, -1.56)
H (-3.19, -5.28, -0.98)
H (-2.60, -3.82, -0.32)
H (-4.62, -3.29, -1.87)
H (-2.45, -1.71, -1.85)
H (-3.53, -1.49, -3.17)
H (-2.02, -2.43, -3.34)
H (-4.13, -3.79, -4.18)
C (-1.71, 1.94, 4.17)
C (-0.37, 1.35, 4.61)
O (0.61, 2.42, 4.62)
H (-1.58, 2.42, 3.19)
H (-2.04, 2.74, 4.83)
H (-2.51, 1.21, 4.13)
H (-0.10, 0.51, 3.97)
H (-0.52, 1.03, 5.64)
H (1.47, 2.05, 4.81)
C (0.95, -2.96, -4.16)
C (1.25, -1.70, -3.43)
O (2.03, -2.06, -2.36)
H (1.87, -3.25, -4.67)
H (0.18, -2.79, -4.91)
H (0.72, -3.76, -3.46)
H (0.39, -1.15, -3.05)
H (1.77, -1.03, -4.11)
H (2.91, -2.36, -2.58)



Below is 6 unconnected molecules or ions with the total composition C25H70FN5O5, with properties calculated with ωB97M-V/def2-TZVPD.

**HOMO**: -18.47 eV
**E_LUMO**: -7.879 eV
**ΔE to the lowest compared entry with this formula, charge and spin**: 3.0 kcal/mol
**Energy**: -47428.3341 eV
**Kohn-Sham gap**: 10.6 eV
**Net charge**: +4

Atoms and positions in Å:
F (0.22, 0.00, -0.37)
C (-2.40, -4.05, -4.64)
N (-2.41, -4.37, -3.15)
C (-3.61, -3.73, -2.52)
C (-2.51, -5.87, -3.03)
C (-1.12, -3.86, -2.55)
C (-0.98, -2.33, -2.56)
O (-1.57, -1.70, -1.45)
H (-2.65, -3.00, -4.73)
H (-3.12, -4.70, -5.13)
H (-1.40, -4.08, -5.07)
H (-3.42, -3.69, -1.45)
H (-4.49, -4.23, -2.90)
H (-3.59, -2.68, -2.80)
H (-1.75, -6.28, -3.69)
H (-3.49, -6.14, -3.41)
H (-2.49, -6.12, -1.97)
H (-0.28, -4.34, -3.04)
H (-1.09, -4.29, -1.55)
H (-1.45, -1.93, -3.46)
H (0.06, -2.03, -2.67)
H (-0.95, -1.00, -1.11)
C (-3.51, 2.62, -3.84)
N (-2.69, 3.18, -2.70)
C (-3.58, 3.45, -1.51)
C (-1.68, 2.18, -2.20)
C (-2.02, 4.46, -3.13)
C (-1.38, 4.42, -4.51)
O (-0.38, 5.43, -4.39)
H (-4.14, 3.41, -4.22)
H (-4.16, 1.85, -3.42)
H (-2.78, 2.22, -4.53)
H (-4.12, 2.55, -1.21)
H (-4.32, 4.16, -1.86)
H (-2.93, 3.77, -0.70)
H (-2.17, 1.33, -1.72)
H (-1.02, 2.65, -1.48)
H (-1.12, 1.77, -3.04)
H (-1.43, 4.87, -2.32)
H (-2.86, 5.16, -3.20)
H (-2.05, 4.64, -5.33)
H (-0.80, 3.51, -4.71)
H (0.04, 5.63, -5.23)
C (1.08, -2.42, 3.88)
N (-0.13, -2.27, 2.99)
C (-0.44, -0.82, 2.88)
C (0.29, -2.76, 1.63)
C (-1.39, -3.01, 3.46)
C (-1.08, -4.33, 4.15)
O (-0.47, -4.08, 5.38)
H (0.91, -2.00, 4.86)
H (1.87, -1.89, 3.34)
H (1.34, -3.47, 3.88)
H (-1.32, -0.67, 2.27)
H (0.36, -0.28, 2.37)
H (-0.51, -0.41, 3.88)
H (0.80, -3.71, 1.81)
H (0.87, -2.01, 1.10)
H (-0.58, -3.02, 1.02)
H (-1.97, -3.16, 2.55)
H (-1.92, -2.38, 4.18)
H (-0.57, -5.01, 3.45)
H (-2.04, -4.86, 4.18)
H (-0.75, -4.77, 6.00)
C (7.46, 0.18, -0.35)
N (6.11, -0.53, -0.39)
C (5.92, -1.05, -1.78)
C (6.28, -1.68, 0.55)
C (5.09, 0.45, 0.04)
C (3.68, -0.06, 0.44)
O (3.02, -0.47, -0.76)
H (7.56, 0.60, 0.65)
H (7.59, 0.77, -1.25)
H (8.29, -0.54, -0.43)
H (5.86, -0.17, -2.42)
H (4.94, -1.53, -1.88)
H (6.68, -1.74, -2.10)
H (6.37, -1.28, 1.56)
H (7.18, -2.27, 0.37)
H (5.43, -2.35, 0.52)
H (5.23, 1.41, -0.46)
H (5.39, 0.79, 1.05)
H (3.12, 0.80, 0.81)
H (3.73, -0.91, 1.13)
H (2.06, -0.30, -0.64)
C (-1.13, 5.32, 4.15)
N (-1.08, 3.94, 3.56)
C (-0.82, 2.83, 4.55)
C (-2.41, 3.60, 2.89)
C (-0.06, 3.92, 2.45)
C (0.27, 2.61, 1.75)
O (-0.80, 1.90, 1.15)
H (-1.38, 6.04, 3.38)
H (-0.11, 5.43, 4.53)
H (-1.84, 5.38, 4.97)
H (-1.63, 2.91, 5.26)
H (0.13, 3.14, 4.99)
H (-0.79, 1.88, 4.02)
H (-3.17, 3.75, 3.66)
H (-2.44, 2.57, 2.55)
H (-2.54, 4.29, 2.06)
H (0.92, 4.12, 2.89)
H (-0.17, 4.80, 1.82)
H (0.85, 1.92, 2.37)
H (0.95, 2.91, 0.94)
H (-0.48, 1.12, 0.60)



Below is 10 unconnected molecules or ions with the total composition C25H70O12, with properties calculated with ωB97M-V/def2-TZVPD.

**HOMO**: -9.89 eV
**E_LUMO**: -0.079 eV
**ΔE to the lowest compared entry with this formula, charge and spin**: 0.0 kcal/mol
**Energy**: -51627.4304 eV
**Kohn-Sham gap**: 9.8 eV

Atoms and positions in Å:
C (-7.01, -20.53, -11.65)
C (-7.62, -21.92, -11.77)
C (-8.15, -22.19, -13.24)
O (-6.76, -23.07, -11.35)
H (-7.79, -19.81, -11.95)
H (-6.25, -20.55, -12.46)
H (-6.56, -20.34, -10.67)
H (-8.48, -22.06, -11.11)
H (-8.80, -23.09, -13.19)
H (-7.29, -22.28, -13.85)
H (-8.63, -21.25, -13.53)
H (-5.97, -23.11, -11.92)
C (-5.37, -16.64, -11.52)
C (-4.88, -16.86, -10.13)
C (-3.90, -18.02, -10.11)
O (-4.22, -15.72, -9.54)
H (-5.98, -17.50, -11.73)
H (-4.63, -16.49, -12.31)
H (-6.02, -15.79, -11.65)
H (-5.79, -17.09, -9.54)
H (-4.38, -18.95, -10.42)
H (-3.42, -18.20, -9.19)
H (-3.18, -17.90, -10.92)
H (-4.83, -14.94, -9.62)
C (-7.66, -19.41, -15.91)
C (-8.62, -18.41, -15.29)
C (-9.67, -17.78, -16.28)
O (-9.31, -19.18, -14.30)
H (-6.94, -18.90, -16.56)
H (-8.21, -20.22, -16.37)
H (-6.95, -19.76, -15.18)
H (-8.02, -17.61, -14.85)
H (-10.43, -17.28, -15.66)
H (-10.14, -18.53, -16.91)
H (-9.12, -17.11, -16.97)
H (-9.89, -18.62, -13.78)
C (-5.86, -13.66, -14.36)
C (-6.84, -14.85, -14.48)
C (-8.25, -14.43, -14.24)
O (-6.66, -15.49, -15.72)
H (-5.75, -13.40, -13.28)
H (-6.17, -12.78, -14.95)
H (-4.82, -13.88, -14.59)
H (-6.57, -15.65, -13.78)
H (-8.67, -13.65, -14.87)
H (-8.39, -14.18, -13.16)
H (-8.87, -15.36, -14.40)
H (-6.65, -14.84, -16.42)
C (-3.05, -20.27, -12.88)
C (-3.48, -19.14, -13.83)
C (-2.33, -18.20, -14.11)
O (-4.08, -19.72, -15.00)
H (-3.92, -20.87, -12.57)
H (-2.49, -19.89, -12.03)
H (-2.38, -20.98, -13.34)
H (-4.35, -18.62, -13.41)
H (-1.50, -18.67, -14.59)
H (-1.94, -17.83, -13.14)
H (-2.57, -17.34, -14.68)
H (-3.41, -20.12, -15.53)
O (-8.24, -14.31, -9.82)
C (-8.47, -15.71, -9.38)
C (-9.70, -15.84, -8.53)
O (-10.91, -15.26, -9.13)
H (-9.10, -14.04, -10.14)
H (-8.59, -16.34, -10.30)
H (-7.55, -16.05, -8.87)
H (-9.52, -15.31, -7.54)
H (-9.89, -16.91, -8.37)
H (-11.36, -15.89, -9.74)
O (-5.76, -13.42, -10.37)
C (-5.36, -12.21, -9.70)
C (-5.15, -12.45, -8.20)
O (-3.92, -11.92, -7.71)
H (-6.64, -13.70, -10.11)
H (-4.40, -11.96, -10.13)
H (-6.11, -11.42, -9.89)
H (-5.13, -13.53, -8.13)
H (-5.92, -12.09, -7.52)
H (-3.28, -12.00, -8.45)
C (-5.98, -16.69, -5.07)
C (-5.56, -16.24, -6.50)
O (-4.27, -16.69, -6.78)
H (-6.23, -17.75, -5.03)
H (-6.81, -16.19, -4.61)
H (-5.13, -16.48, -4.45)
H (-5.61, -15.15, -6.57)
H (-6.36, -16.71, -7.14)
H (-3.99, -16.38, -7.63)
C (-1.41, -12.52, -12.29)
C (-2.42, -13.66, -12.02)
O (-2.53, -13.76, -10.60)
H (-1.46, -12.28, -13.35)
H (-0.36, -12.81, -12.01)
H (-1.60, -11.56, -11.75)
H (-2.22, -14.62, -12.48)
H (-3.39, -13.29, -12.39)
H (-2.84, -14.63, -10.39)
C (-6.52, -20.98, -6.70)
C (-6.36, -19.60, -7.38)
O (-7.59, -18.96, -7.72)
H (-7.25, -21.61, -7.25)
H (-6.76, -20.89, -5.64)
H (-5.54, -21.45, -6.67)
H (-5.77, -19.78, -8.27)
H (-5.78, -18.86, -6.83)
H (-8.24, -19.56, -8.11)



Below is 4 unconnected molecules or ions with the total composition C25H72N10O5P3, with properties calculated with ωB97M-V/def2-TZVPD.

**HOMO**: -8.93 eV
**E_LUMO**: -3.273 eV
**Energy**: -80077.9449 eV
**Kohn-Sham gap**: 5.7 eV
**Net charge**: +1

Atoms and positions in Å:
C (-1.18, 3.22, -0.21)
C (-2.23, 4.31, -0.84)
O (-2.64, 4.06, -2.23)
C (-1.56, 3.48, -3.04)
C (-2.03, 3.56, -4.64)
N (-2.34, 4.97, -5.10)
C (-1.13, 5.67, -5.75)
O (-1.56, 7.04, -6.06)
C (-0.81, 7.61, -7.20)
C (-1.80, 8.63, -8.07)
H (-0.09, 3.27, -0.65)
H (-1.65, 2.12, -0.26)
H (-1.09, 3.45, 0.95)
H (-3.23, 4.22, -0.18)
H (-1.80, 5.38, -0.63)
H (-0.50, 4.01, -2.86)
H (-1.39, 2.31, -2.84)
H (-3.05, 2.94, -4.71)
H (-1.23, 3.00, -5.31)
H (-3.05, 4.89, -5.89)
H (-2.80, 5.58, -4.38)
H (-0.76, 5.05, -6.68)
H (-0.30, 5.76, -4.90)
H (-0.39, 6.79, -7.94)
H (0.05, 8.28, -6.78)
H (-2.89, 8.42, -7.65)
H (-1.73, 8.48, -9.23)
H (-1.54, 9.77, -7.81)
O (-3.16, -1.36, 2.30)
P (-3.77, -2.38, 1.32)
N (-2.36, -3.35, 1.34)
C (-1.04, -2.77, 1.09)
C (-2.27, -4.15, 2.57)
N (-3.83, -1.33, -0.01)
C (-2.93, -1.34, -1.15)
C (-4.23, 0.05, 0.27)
N (-4.48, -3.56, 0.18)
C (-5.81, -3.97, 0.63)
C (-3.80, -4.72, -0.39)
H (-0.26, -3.54, 1.15)
H (-0.79, -1.98, 1.80)
H (-0.96, -2.38, 0.08)
H (-3.22, -4.65, 2.77)
H (-2.02, -3.53, 3.44)
H (-1.51, -4.94, 2.48)
H (-2.00, -0.80, -0.94)
H (-3.41, -0.87, -2.02)
H (-2.68, -2.35, -1.47)
H (-3.40, 0.65, 0.64)
H (-5.04, 0.07, 1.01)
H (-4.63, 0.54, -0.63)
H (-5.75, -4.62, 1.51)
H (-6.37, -4.48, -0.16)
H (-6.40, -3.08, 0.92)
H (-3.62, -5.51, 0.35)
H (-2.84, -4.45, -0.86)
H (-4.40, -5.15, -1.20)
O (2.14, 4.37, -3.18)
P (3.56, 4.08, -3.72)
N (4.11, 3.55, -2.18)
C (3.92, 4.37, -0.99)
C (3.63, 2.19, -1.87)
N (3.96, 5.69, -4.04)
C (4.84, 6.53, -3.25)
C (2.90, 6.53, -4.61)
N (5.19, 3.74, -4.34)
C (5.11, 2.93, -5.56)
C (6.34, 3.30, -3.55)
H (4.33, 3.87, -0.10)
H (2.87, 4.60, -0.79)
H (4.47, 5.31, -1.05)
H (3.80, 1.52, -2.72)
H (2.56, 2.18, -1.64)
H (4.17, 1.77, -1.02)
H (4.33, 6.98, -2.40)
H (5.25, 7.34, -3.86)
H (5.72, 5.98, -2.89)
H (2.22, 6.90, -3.84)
H (2.31, 5.96, -5.34)
H (3.31, 7.39, -5.15)
H (4.83, 1.89, -5.32)
H (6.06, 2.92, -6.10)
H (4.36, 3.34, -6.24)
H (6.24, 2.27, -3.20)
H (6.53, 3.96, -2.69)
H (7.26, 3.36, -4.15)
O (-0.67, -5.81, 5.19)
P (0.47, -5.94, 6.22)
N (0.57, -7.64, 5.99)
C (-0.62, -8.48, 6.08)
C (1.27, -7.98, 4.75)
N (-0.47, -5.51, 7.57)
C (-0.98, -6.42, 8.58)
C (-1.43, -4.42, 7.37)
N (1.78, -6.10, 7.42)
C (2.84, -5.12, 7.14)
C (2.39, -7.34, 7.88)
H (-0.36, -9.54, 5.90)
H (-1.39, -8.20, 5.36)
H (-1.05, -8.47, 7.08)
H (2.20, -7.40, 4.66)
H (0.66, -7.76, 3.86)
H (1.56, -9.04, 4.73)
H (-1.91, -6.90, 8.26)
H (-1.19, -5.88, 9.51)
H (-0.26, -7.20, 8.85)
H (-2.35, -4.78, 6.90)
H (-1.00, -3.64, 6.74)
H (-1.69, -3.95, 8.32)
H (3.41, -5.40, 6.26)
H (3.52, -5.01, 7.99)
H (2.40, -4.13, 6.96)
H (3.01, -7.81, 7.10)
H (1.65, -8.07, 8.22)
H (3.03, -7.15, 8.75)